1.
Molecular formula: C4H12N2
Method: DFT, ωB97M-V/def2-TZVPD

Geometry as XYZ:
```
18
Properties=species:S:1:pos:R:3:lowdin_charge:R:1
H -2.35473 0.17512 -3.18635 0.024
N -2.06983 -0.73535 -2.76425 0.006
C -2.40108 -0.81376 -1.46144 -0.379
N -1.96526 -1.99421 -0.90162 0.009
H -3.07219 -0.21629 -0.81036 0.116
H -2.31212 -2.20543 0.07958 0.115
H -1.51985 -2.61858 -1.63038 0.121
C 0.68512 0.64366 -0.10875 -0.139
C 1.02081 1.21142 1.31139 -0.295
C 2.34398 0.55050 1.81055 -0.147
H 1.33596 1.17806 -0.78378 0.054
H -0.34441 0.80663 -0.41830 0.036
H 1.04187 -0.46345 -0.24057 0.096
H 0.29822 1.20699 2.15727 0.096
H 1.26076 2.30461 1.01067 0.112
H 2.45984 0.73519 2.88851 0.062
H 2.30276 -0.55545 1.64956 0.071
H 3.29015 0.79035 1.39828 0.045
```

Calculated values
strongest force on any atom: 0.0822 hartree/bohr
HOMO-LUMO gap: 9.81 eV
energy above the lowest of the compared OMol25 structures with the same formula, charge and spin: 36.4 kcal per mole
net charge: 0
2S+1: 1
HOMO energy: -0.32618 hartree


2.
Molecular formula: C4H12N2
Method: DFT, ωB97M-V/def2-TZVPD

Geometry as XYZ:
```
18
Properties=species:S:1:pos:R:3:lowdin_charge:R:1
C -1.60372 -1.37814 0.89492 -0.134
N -1.29452 -0.67598 -0.40780 -0.097
C -0.04924 0.09541 -0.58941 -0.393
C -0.38513 1.55215 -1.05947 -0.080
C 0.91897 -0.00998 0.65229 -0.278
N 2.29919 0.40658 0.29373 -0.011
H -1.07426 -0.91131 1.76851 0.063
H -2.67612 -1.43929 1.07432 0.065
H -1.05369 -2.38971 0.92514 0.092
H -1.10051 -1.56216 -0.88001 0.083
H 0.56986 -0.34705 -1.52208 0.167
H 0.54667 2.16220 -1.17742 0.070
H -1.05614 2.15570 -0.40115 0.081
H -0.90368 1.58244 -1.97225 0.039
H 0.44007 0.50017 1.47570 0.096
H 0.94733 -1.09464 0.85295 0.104
H 2.24301 1.43759 0.10220 0.074
H 2.79942 0.23520 1.16252 0.058
```

Calculated values
strongest force on any atom: 0.0539 hartree/bohr
HOMO-LUMO gap: 9.96 eV
energy above the lowest of the compared OMol25 structures with the same formula, charge and spin: 40.0 kcal per mole
net charge: 0
2S+1: 1
HOMO energy: -0.32951 hartree


3.
Molecular formula: C4H12N2
Method: DFT, ωB97M-V/def2-TZVPD

Geometry as XYZ:
```
18
Properties=species:S:1:pos:R:3:lowdin_charge:R:1
C 1.99900 0.35693 -0.46336 -0.132
N 0.53624 0.33607 -0.44558 -0.242
C 0.06710 1.46368 0.36911 -0.135
C 0.19010 -0.91290 0.25864 -0.235
C -1.35893 -1.09467 0.40244 -0.302
N -2.08848 -0.72852 -0.78066 -0.016
H 2.33042 1.36788 -0.77204 0.088
H 2.46322 0.16046 0.53122 0.085
H 2.40958 -0.46166 -1.06581 0.081
H 0.42870 1.84771 1.32306 0.082
H -0.99578 1.37281 0.58357 0.060
H 0.13503 2.41271 -0.20475 0.089
H 0.48938 -1.72467 -0.42137 0.118
H 0.53935 -1.01539 1.29479 0.118
H -1.37221 -2.21025 0.60127 0.112
H -1.82726 -0.58465 1.25845 0.103
H -2.50830 0.17825 -0.90636 0.061
H -1.43715 -0.76377 -1.56262 0.066
```

Calculated values
strongest force on any atom: 0.0555 hartree/bohr
HOMO-LUMO gap: 9.89 eV
energy above the lowest of the compared OMol25 structures with the same formula, charge and spin: 36.4 kcal per mole
net charge: 0
2S+1: 1
HOMO energy: -0.32392 hartree


4.
Molecular formula: C4H12N2
Method: DFT, ωB97M-V/def2-TZVPD

Geometry as XYZ:
```
18
Properties=species:S:1:pos:R:3:lowdin_charge:R:1
C -0.46458 -0.60075 1.91673 -0.115
N -0.39687 -0.44683 0.49723 -0.300
C -1.25395 -1.30518 -0.26626 -0.107
C -0.21316 0.87979 -0.03437 -0.221
C 0.69264 0.90022 -1.28997 -0.264
N 2.09872 0.89137 -0.90057 -0.005
H -0.12517 -1.55110 2.33260 0.080
H -1.45337 -0.34339 2.33787 0.084
H 0.24561 0.11715 2.35415 0.082
H -1.21080 -2.33708 0.09496 0.084
H -2.30335 -0.99950 -0.17493 0.084
H -0.93137 -1.37474 -1.29918 0.068
H 0.40971 1.40416 0.67925 0.100
H -1.13502 1.45231 -0.21966 0.112
H 0.38615 1.79840 -1.83508 0.107
H 0.48806 0.02615 -1.91432 0.090
H 2.69954 1.53419 -1.38955 0.057
H 2.46722 -0.04516 -0.88890 0.062
```

Calculated values
strongest force on any atom: 0.0297 hartree/bohr
HOMO-LUMO gap: 9.11 eV
energy above the lowest of the compared OMol25 structures with the same formula, charge and spin: 25.2 kcal per mole
net charge: 0
2S+1: 1
HOMO energy: -0.29272 hartree


5.
Molecular formula: C4H12N2
Method: DFT, ωB97M-V/def2-TZVPD

Geometry as XYZ:
```
18
Properties=species:S:1:pos:R:3:lowdin_charge:R:1
C 1.34907 -5.42024 -4.50180 -0.044
C 1.73154 -5.12896 -3.25621 -0.226
C 1.09933 -5.83168 -2.04990 -0.116
H 1.87318 -4.92968 -5.32587 0.040
H 0.33695 -5.49640 -4.90056 0.060
H 2.56691 -4.49832 -2.97413 0.086
H 0.66426 -6.77241 -2.38615 0.065
H 1.81682 -5.96937 -1.25072 0.063
H 0.20744 -5.24228 -1.81000 0.071
N -1.35122 5.56149 4.55935 -0.020
C -1.04152 5.87992 3.14290 -0.362
N -1.99249 5.29180 2.19675 -0.032
H -1.82180 4.65945 4.54585 0.052
H -0.46161 5.39083 5.01757 0.050
H -1.18540 6.93200 2.92837 0.100
H -0.08726 5.38728 2.94015 0.098
H -1.93402 5.80389 1.32144 0.056
H -1.77019 4.38266 1.80295 0.057
```

Calculated values
strongest force on any atom: 0.0609 hartree/bohr
HOMO-LUMO gap: 10.24 eV
energy above the lowest of the compared OMol25 structures with the same formula, charge and spin: 57.4 kcal per mole
net charge: 0
2S+1: 1
HOMO energy: -0.33604 hartree


6.
Molecular formula: C4H12N2
Method: DFT, ωB97M-V/def2-TZVPD

Geometry as XYZ:
```
18
Properties=species:S:1:pos:R:3:lowdin_charge:R:1
C -1.05207 3.05335 -0.69491 -0.032
C -0.00549 2.47649 -1.61010 -0.051
C 0.57038 1.28238 -1.39746 0.160
H -1.04255 4.11884 -0.49231 0.098
H -2.01801 2.78324 -1.11993 0.113
H -0.91315 2.60516 0.29553 0.091
H 0.21026 2.96192 -2.55611 0.135
H 0.84464 0.71746 -2.29653 0.109
H 0.62008 0.59345 -0.55406 0.063
N 0.71758 -2.83258 1.87576 0.004
C 0.61497 -1.93646 0.70444 -0.345
N -0.77240 -1.45262 0.73270 0.096
H 0.14290 -3.67037 1.80607 0.075
H 1.67491 -3.17554 1.91471 0.081
H 1.32380 -1.14157 0.99049 0.110
H 0.87851 -2.29073 -0.28643 0.109
H -0.96196 -0.71372 1.39621 0.094
H -1.21903 -2.35773 0.85620 0.093
```

Calculated values
strongest force on any atom: 0.0596 hartree/bohr
HOMO-LUMO gap (spin up / spin down): 9.42 / 3.79 eV
energy above the lowest of the compared OMol25 structures with the same formula, charge and spin: 60.5 kcal per mole
net charge: +1
2S+1: 2
HOMO energy (spin up / spin down): -0.49411 / -0.47234 hartree


7.
Molecular formula: C4H12N2
Method: DFT, ωB97M-V/def2-TZVPD

Geometry as XYZ:
```
18
Properties=species:S:1:pos:R:3:lowdin_charge:R:1
C 0.97518 -0.31610 0.59792 0.212
C -0.28667 0.43509 0.42070 -0.142
C -0.77648 -0.37923 -0.77904 -0.253
C -0.45223 -1.59331 -1.21157 0.149
N -1.69208 0.37590 -1.72847 0.252
N 1.92611 1.00336 2.33889 0.167
H 1.77793 -0.07210 -0.09026 0.126
H 0.99720 -1.26647 1.11804 0.128
H -0.36131 1.48534 0.12946 0.143
H -0.92860 0.42069 1.30543 0.147
H -0.67323 -1.85159 -2.24316 0.112
H -0.23691 -2.46528 -0.60193 0.123
H -1.07145 1.00329 -2.25796 0.191
H -2.18345 -0.28420 -2.33252 0.178
H -2.42579 1.02190 -1.40769 0.197
H 1.93193 2.01053 2.20077 0.094
H 2.77793 0.68960 1.88744 0.075
H 1.88145 0.84395 3.34043 0.101
```

Calculated values
strongest force on any atom: 0.0595 hartree/bohr
HOMO-LUMO gap: 9.45 eV
energy above the lowest of the compared OMol25 structures with the same formula, charge and spin: 79.5 kcal per mole
net charge: +2
2S+1: 1
HOMO energy: -0.70879 hartree


8.
Molecular formula: C4H12N2O
Method: DFT, ωB97M-V/def2-TZVPD

Geometry as XYZ:
```
19
Properties=species:S:1:pos:R:3:lowdin_charge:R:1
C 0.43606 1.24833 -0.48497 -0.065
C 0.32743 -0.23498 -0.18824 -0.419
C -0.31842 -0.99068 -1.35400 -0.258
N 0.37581 -0.76329 -2.62333 0.006
N -0.43053 -0.59041 1.01106 -0.029
C -0.04658 0.01838 2.23506 -0.294
O -0.69305 1.29889 2.38472 -0.079
H -0.55432 1.64046 -0.74495 0.086
H 0.74842 1.79345 0.41175 0.066
H 1.14157 1.41433 -1.29092 0.067
H 1.32598 -0.65810 -0.04312 0.138
H -0.35335 -2.04419 -1.07513 0.108
H -1.35567 -0.66048 -1.42949 0.112
H -0.28969 -0.63864 -3.37382 0.063
H 0.93832 -1.56846 -2.86988 0.065
H -1.42872 -0.47906 0.86665 0.119
H 1.03442 0.16684 2.24286 0.122
H -0.34827 -0.61701 3.06597 0.111
H -0.50942 1.66462 3.25978 0.080
```

Calculated values
strongest force on any atom: 0.0114 hartree/bohr
HOMO-LUMO gap: 10.00 eV
energy above the lowest of the compared OMol25 structures with the same formula, charge and spin: 28.6 kcal per mole
net charge: 0
2S+1: 1
HOMO energy: -0.33024 hartree


9.
Molecular formula: C4H12N2O
Method: DFT, ωB97M-V/def2-TZVPD

Geometry as XYZ:
```
19
Properties=species:S:1:pos:R:3:lowdin_charge:R:1
C 0.01043 -2.06235 -0.05461 -0.080
C -0.95175 -1.73906 -1.15134 -0.287
N -2.22195 -1.29861 -0.87440 -0.113
N -1.43851 -0.08870 -1.11558 0.015
H 1.02261 -1.77027 -0.34122 0.072
H 0.01706 -3.14182 0.12073 0.074
H -0.26216 -1.53555 0.85762 0.067
H -0.75805 -2.21913 -2.11378 0.125
H -2.92684 -1.45070 -1.58945 0.098
H -1.35266 0.35880 -0.19557 0.032
C 1.21760 2.01006 -0.10470 -0.086
C 1.21185 1.29770 1.24061 -0.317
O -0.10336 1.00872 1.70311 -0.102
H 0.67978 1.42225 -0.84792 0.055
H 0.73917 2.98868 -0.02488 0.075
H 2.24180 2.16405 -0.44402 0.074
H 1.70720 0.32795 1.16156 0.102
H 1.75422 1.88953 1.99068 0.109
H -0.58644 1.83844 1.78314 0.087
```

Calculated values
strongest force on any atom: 0.0567 hartree/bohr
HOMO-LUMO gap: 9.86 eV
energy above the lowest of the compared OMol25 structures with the same formula, charge and spin: 89.3 kcal per mole
net charge: 0
2S+1: 1
HOMO energy: -0.32538 hartree


10.
Molecular formula: C4H12N2O
Method: DFT, ωB97M-V/def2-TZVPD

Geometry as XYZ:
```
19
Properties=species:S:1:pos:R:3:lowdin_charge:R:1
C 1.90291 0.28617 -1.12581 -0.120
C 0.68637 -0.62203 -1.23287 -0.213
C -0.53007 -0.23282 -0.37658 -0.397
N -1.56912 -1.16743 -0.54406 0.093
C -0.53431 0.97739 0.18346 -0.189
N -1.66124 1.45702 0.93604 0.014
H 2.65798 -0.11966 -1.80247 0.070
H 2.34347 0.25311 -0.11327 0.079
H 1.67683 1.33689 -1.31235 0.061
H 1.01782 -1.59439 -0.83712 0.110
H 0.20453 -0.68232 -2.22009 0.115
H -1.29057 -2.10123 -0.26170 0.090
H -2.42417 -0.97801 -0.03772 0.070
H 0.18434 1.76214 0.04197 0.100
H -1.89094 2.42855 0.75799 0.066
H -2.56743 1.02845 0.78767 0.057
O 0.56091 -0.98021 2.18822 -0.043
H -0.04360 -0.25034 2.17293 0.001
H 1.27627 -0.80127 2.79578 0.036
```

Calculated values
strongest force on any atom: 0.0499 hartree/bohr
HOMO-LUMO gap: 8.41 eV
energy above the lowest of the compared OMol25 structures with the same formula, charge and spin: 37.8 kcal per mole
net charge: 0
2S+1: 1
HOMO energy: -0.27468 hartree


11.
Molecular formula: C4H12N2O
Method: DFT, ωB97M-V/def2-TZVPD

Geometry as XYZ:
```
19
Properties=species:S:1:pos:R:3:lowdin_charge:R:1
N 0.88530 -0.74280 2.23237 0.016
C -0.02421 0.01213 1.41950 -0.181
C -0.19697 -0.12201 0.05483 -0.142
C -0.92201 0.87312 -0.74435 -0.247
C -0.02296 1.77084 -1.61536 -0.311
N 0.82971 1.06898 -2.57208 -0.003
H 1.14430 -0.23684 3.13525 0.128
H 1.61658 -1.06263 1.71545 0.038
H -0.56972 0.75995 1.98084 0.103
H 0.39430 -0.99010 -0.41881 0.129
H -1.48621 1.52902 -0.10412 0.098
H -1.61320 0.40854 -1.50585 0.122
H 0.65517 2.45553 -0.97112 0.129
H -0.56770 2.56558 -2.15516 0.103
H 1.36348 0.36578 -2.05684 0.059
H 0.21659 0.58448 -3.14143 0.027
O -0.30515 -3.36236 1.42739 -0.099
H -0.09374 -2.53928 1.88083 -0.033
H -1.30353 -3.33792 1.43863 0.063
```

Calculated values
strongest force on any atom: 0.0908 hartree/bohr
HOMO-LUMO gap: 9.27 eV
energy above the lowest of the compared OMol25 structures with the same formula, charge and spin: 45.9 kcal per mole
net charge: 0
2S+1: 1
HOMO energy: -0.30924 hartree


12.
Molecular formula: C4H12N2O
Method: DFT, ωB97M-V/def2-TZVPD

Geometry as XYZ:
```
19
Properties=species:S:1:pos:R:3:lowdin_charge:R:1
C 1.41577 0.26359 0.67356 -0.059
C 0.40241 0.38573 -0.49373 -0.388
C 0.92956 -0.55330 -1.58937 -0.257
O 2.00463 0.07326 -2.24317 -0.061
N -0.94098 0.03289 -0.11963 -0.049
C -1.90087 0.61160 0.81004 -0.288
N -2.02363 0.01195 2.18906 -0.005
H 1.40799 -0.80525 0.87607 0.068
H 2.41417 0.63674 0.43298 0.079
H 1.03455 0.67962 1.61230 0.067
H 0.50507 1.41363 -0.86523 0.139
H 0.14675 -0.76805 -2.33486 0.116
H 1.28483 -1.54973 -1.21162 0.132
H 2.55652 -0.56405 -2.70094 0.089
H -1.24336 -0.81618 -0.56739 0.101
H -1.57877 1.66695 0.90185 0.116
H -2.88114 0.52952 0.34514 0.105
H -2.39720 -0.86783 1.78895 0.055
H -1.13631 -0.38109 2.49602 0.042
```

Calculated values
strongest force on any atom: 0.0539 hartree/bohr
HOMO-LUMO gap: 9.32 eV
energy above the lowest of the compared OMol25 structures with the same formula, charge and spin: 48.8 kcal per mole
net charge: 0
2S+1: 1
HOMO energy: -0.31233 hartree


> Which of these has the highest net charge?

number 7